Here is a structure of composition C34H41AsBNO2RuSi from the OMol25 dataset. Energies are from ωB97M-V/def2-TZVPD.

Properties
- energy relative to the best compared isomer or geometry (same formula, charge and spin) (kcal per mole) = 13.0
- highest occupied orbital energy (spin up / spin down) (eV) = -13.67 / -13.80
- orbital gap (spin up / spin down) (eV) = 7.544 / 5.313
- E (eV) = -113468.812
- largest force on an atom (hartree/bohr) = 0.007
- ⟨S²⟩ = 6.01

```
! wB97M-V def2-TZVPD RIJCOSX def2/J DEFGRID3
* xyz 2 5
Ru -0.36041 0.43094 1.08035
C 1.56152 0.36683 0.39199
Si 2.38245 -0.63977 1.85142
C 1.32380 -0.19897 3.37804
N -0.14450 -0.27143 3.11740
C -0.96146 0.69806 3.92186
C -1.97598 0.00743 4.82530
C -1.27556 -1.11823 5.58153
C -0.76514 -2.19359 4.60483
C -0.68414 -1.65681 3.17442
C 2.32554 -2.45838 1.52148
C 2.13222 -2.99397 0.24504
C 2.12207 -4.36831 0.04523
C 2.31059 -5.22473 1.11982
C 2.51649 -4.71093 2.39432
C 2.52298 -3.33931 2.59279
C 4.05961 0.08193 2.09760
C 5.19197 -0.73142 2.00877
C 6.45706 -0.19295 2.20289
C 6.60018 1.15805 2.47960
C 5.48227 1.98028 2.56304
C 4.21990 1.44548 2.37139
H 1.42879 -0.17071 -0.55719
H 2.21296 1.22021 0.19819
H 1.56866 0.83790 3.62272
H 1.58729 -0.79624 4.25591
H -1.45919 1.40970 3.23864
H -0.27165 1.28382 4.52799
H -2.82001 -0.38252 4.25044
H -2.38100 0.75331 5.50880
H -1.94689 -1.55880 6.31582
H -0.44047 -0.69177 6.14287
H -1.43497 -3.05385 4.58509
H 0.20813 -2.57273 4.91739
H -1.68353 -1.63154 2.73029
H -0.05548 -2.29409 2.55199
H 2.00887 -2.34198 -0.61253
H 1.97915 -4.76962 -0.94926
H 2.30851 -6.29529 0.96381
H 2.67968 -5.37993 3.22892
H 2.70050 -2.95470 3.59272
H 5.08982 -1.78790 1.78914
H 7.32932 -0.82908 2.13548
H 7.58680 1.57608 2.62863
H 5.59879 3.03439 2.77676
H 3.35750 2.10463 2.43417
C -2.86632 0.47332 -1.74291
As -2.78421 0.61098 0.17686
C -3.61060 2.30574 0.58242
C -4.01096 -0.76309 0.86884
C -5.39985 -0.54127 0.34795
C -6.30015 0.24680 1.06198
C -7.57830 0.46888 0.57330
C -7.96644 -0.09386 -0.63514
C -7.07791 -0.88592 -1.34838
C -5.79930 -1.10864 -0.85986
H -3.90176 0.59674 -2.05530
H -2.50367 -0.50336 -2.05821
H -2.24133 1.25450 -2.16962
H -4.62915 2.29287 0.19732
H -3.04114 3.09685 0.09613
H -3.62796 2.47346 1.65776
H -3.97118 -0.69221 1.95691
H -3.60093 -1.72708 0.56644
H -6.00614 0.67198 2.01584
H -8.27460 1.07183 1.14041
H -8.96553 0.07399 -1.01363
H -7.38467 -1.34076 -2.28059
H -5.11623 -1.74698 -1.40965
O -0.34469 2.64952 -1.16292
B -0.03410 2.30062 0.11978
O 0.41183 3.33608 0.89348
C 0.39206 4.43598 0.02438
C 0.74656 5.73754 0.28383
C 0.62591 6.62256 -0.78442
C 0.17300 6.20455 -2.03401
C -0.18278 4.88071 -2.27864
C -0.05727 4.02191 -1.21384
H 1.09768 6.05040 1.25697
H 0.89299 7.66003 -0.63978
H 0.09737 6.92509 -2.83637
H -0.53059 4.54731 -3.24621
*
```

***

Here is a cluster of 2 separate species, CH2N2O2S in total at a distorted geometry from the OMol25 dataset. Energies are from ωB97M-V/def2-TZVPD.

Properties
- energy relative to the best compared isomer or geometry (same formula, charge and spin) (kcal per mole) = 51.2
- highest occupied orbital energy (spin up / spin down) (eV) = -8.25 / -9.77
- orbital gap (spin up / spin down) (eV) = 8.870 / 7.310
- E (eV) = -18973.791
- largest force on an atom (hartree/bohr) = 0.093
- ⟨S²⟩ = 2.01

```
! wB97M-V def2-TZVPD RIJCOSX def2/J DEFGRID3
* xyz 0 3
C 1.17251 -1.29058 0.31379
N 0.97312 -0.37314 1.03416
N -2.09566 -1.03214 0.22494
O -2.08885 0.14186 -0.67584
O -3.23707 -1.32836 0.34462
S 1.10513 -2.32169 -0.78491
H -1.27925 0.60192 -0.50900
H 1.34964 0.07701 1.94557
*
```